C34H44FN3O6Pd as an isolated structure, computed with ωB97M-V/def2-TZVPD.

Computed properties:
- Maximum force: 0.785 eV/A
- Frontier orbital gap (alpha / beta): 5.445 / 5.444 eV
- HOMO (alpha / beta): -8.1 / -8.1 eV

XYZ file:
```
89
Properties=species:S:1:pos:R:3:forces:R:3
Pd 0.425 0.751 1.319 0.5 0.6 -0.1
F 4.682 2.857 5.855 0.0 0.0 0.0
O 4.040 4.791 7.770 0.0 0.0 0.0
O 2.225 -0.129 1.020 -0.2 -0.2 0.2
O -0.385 3.870 7.293 0.0 0.0 0.0
O -0.511 3.176 3.290 -0.1 -0.1 0.0
O 0.849 1.386 3.156 -0.2 -0.3 0.1
O -1.346 1.648 1.028 -0.2 -0.3 0.0
N 1.085 2.715 5.966 0.0 0.0 0.0
N 0.030 -0.043 -0.406 -0.4 -0.3 0.1
N 1.836 4.306 7.480 0.0 0.0 0.0
C 4.280 -2.085 2.008 0.0 0.0 0.0
C 0.921 -3.576 -4.234 0.0 0.0 0.0
C 2.108 -0.989 0.077 0.0 0.1 -0.1
C 0.749 3.644 6.932 0.0 0.0 0.0
C 0.366 -5.055 -2.290 0.0 0.0 0.0
C 1.430 -4.126 -2.893 0.0 0.0 0.0
C -2.623 -0.793 -4.778 0.0 0.0 0.0
C 3.414 3.116 6.197 0.0 0.0 0.0
C 0.019 1.975 5.291 0.1 0.0 0.0
C -4.855 -0.534 -3.717 0.0 0.0 0.0
C 0.904 -1.023 -0.731 0.1 0.0 0.0
C 4.497 -1.830 0.507 0.0 0.0 0.0
C 0.073 2.234 3.779 0.2 0.2 0.0
C 5.123 -0.442 0.295 0.0 0.0 0.0
C -5.264 3.104 -0.232 0.0 0.0 0.0
C 0.708 -2.053 -1.689 0.0 0.0 0.0
C -3.911 2.749 0.388 0.0 0.0 0.0
C 3.166 -1.910 -0.237 0.0 0.0 0.0
C -2.869 0.474 -2.603 0.1 -0.1 0.0
C 3.191 4.141 7.208 0.0 0.0 0.0
C 5.489 -2.875 -0.007 0.0 0.0 0.0
C -4.170 2.136 1.774 0.0 0.0 0.0
C -3.587 1.349 -1.711 0.0 0.0 0.1
C 2.911 -2.845 -1.201 0.0 0.0 0.0
C 1.682 -2.971 -1.921 0.0 0.0 0.0
C -3.096 4.045 0.543 0.0 0.0 0.0
C -1.137 0.351 -0.936 0.2 0.0 0.0
C -3.498 0.148 -3.951 0.0 0.0 0.0
C 2.398 2.466 5.626 0.0 0.0 0.0
C 2.692 -4.946 -3.164 0.0 0.0 0.0
C -3.146 1.768 -0.495 -0.1 0.0 -0.1
C -1.856 1.275 -0.074 0.1 0.2 0.0
C -1.666 -0.007 -2.213 0.0 0.0 -0.1
C -3.707 1.445 -4.746 0.0 0.0 0.0
H 0.809 -4.390 -4.953 0.0 0.0 0.0
H 5.130 -3.894 0.152 0.0 0.0 0.0
H 3.061 -5.437 -2.262 0.0 0.0 0.0
H 0.163 -5.888 -2.967 0.0 0.0 0.0
H 3.495 -4.331 -3.578 0.0 0.0 0.0
H 2.464 -5.727 -3.890 0.0 0.0 0.0
H -0.053 -3.094 -4.133 0.0 0.0 0.0
H -0.245 -2.144 -2.184 0.0 0.0 0.0
H -4.678 1.172 1.685 0.0 0.0 0.0
H -2.756 1.954 -4.914 0.0 0.0 0.0
H 6.427 -2.769 0.539 0.0 0.0 0.0
H 1.604 4.996 8.179 0.0 0.0 0.0
H -4.818 2.804 2.345 0.0 0.0 0.0
H 6.079 -0.390 0.820 0.0 0.0 0.0
H 5.242 -2.058 2.523 0.0 0.0 0.0
H 5.708 -2.741 -1.069 0.0 0.0 0.0
H 3.630 -1.335 2.453 0.0 0.0 0.0
H -3.645 4.741 1.180 0.0 0.0 0.0
H -4.374 2.137 -4.231 0.0 0.0 0.0
H 3.839 -3.071 2.169 0.0 0.0 0.0
H -2.131 3.860 1.010 0.0 0.0 0.0
H -4.541 1.718 -2.058 0.0 0.0 0.0
H -3.248 2.003 2.334 0.0 0.0 0.0
H 5.312 -0.264 -0.766 0.0 0.0 0.0
H -5.885 2.220 -0.392 0.0 0.0 0.0
H -4.733 -1.449 -3.134 0.0 0.0 0.0
H -5.309 -0.796 -4.675 0.0 0.0 0.0
H 1.620 -2.847 -4.648 0.0 0.0 0.0
H -0.921 2.339 5.691 0.0 0.0 0.0
H 4.484 0.351 0.675 0.0 0.0 0.0
H -5.552 0.115 -3.187 0.0 0.0 0.0
H -5.801 3.765 0.449 0.0 0.0 0.0
H 0.137 0.911 5.496 0.0 0.0 0.0
H -4.150 1.219 -5.718 0.0 0.0 0.0
H 0.702 -5.463 -1.335 0.0 0.0 0.0
H -3.110 -0.997 -5.732 0.0 0.0 0.0
H -5.153 3.632 -1.182 0.0 0.0 0.0
H -1.646 -0.354 -4.993 0.0 0.0 0.0
H -1.073 -0.602 -2.885 0.0 0.0 0.0
H 3.689 -3.558 -1.425 0.0 0.0 0.0
H -0.571 -4.522 -2.117 0.0 0.0 0.0
H -2.942 4.521 -0.428 0.0 0.0 0.0
H 2.551 1.723 4.855 0.0 0.0 0.0
H -2.473 -1.750 -4.272 0.0 0.0 0.0
```
Forces are in eV/Å.

=====

A 2-piece molecular cluster, C3H2IN2S overall, computed with ωB97M-V/def2-TZVPD.

Computed properties:
- Maximum force: 3.943 eV/A
- Charge: -1
- Frontier orbital gap: 3.005 eV
- HOMO: -3.1 eV

XYZ file:
```
9
Properties=species:S:1:pos:R:3:forces:R:3
I -2.592 1.446 4.591 0.0 0.0 0.0
S 2.064 -1.966 -1.294 -2.0 2.0 0.8
N -1.122 0.247 -0.587 -0.8 -2.6 -1.7
N -0.330 1.157 0.036 0.8 2.2 0.9
C 0.907 -0.847 -0.865 3.6 1.1 0.5
C 0.894 0.982 0.081 -0.3 -3.7 -1.4
C -0.480 -0.776 -1.096 -2.0 -1.8 0.5
H -0.994 -1.785 -1.478 0.7 2.9 0.6
H 1.654 1.543 0.612 0.0 -0.1 -0.2
```
Forces are in eV/Å.

=====

ΔE to the lowest compared entry with this formula, charge and spin for every record listed, in sequence, given in eV: 0.000 3.032.